C33H43F3N4O4S5Si2Zr | ωB97M-V/def2-TZVPD

Last column: Löwdin charge in e.
Geometry (Å):
Zr (0.175, -0.957, -0.324)  1.6278
S (-0.492, 1.429, 1.339)  0.8704
C (-0.071, 2.860, 0.556)  -0.6327
N (0.321, 3.974, 1.226)  -0.1122
C (0.789, 5.097, 0.454)  -0.0975
C (-0.178, 5.318, -0.703)  -0.0914
N (-0.232, 4.112, -1.495)  -0.0887
C (-0.211, 4.265, -2.937)  -0.1203
C (1.155, 4.735, -3.368)  -0.2095
C (2.232, 3.860, -3.282)  -0.0273
C (3.511, 4.300, -3.568)  -0.0649
C (3.726, 5.613, -3.953)  -0.0813
C (2.656, 6.483, -4.068)  -0.0784
C (1.377, 6.046, -3.768)  -0.0519
C (-0.144, 2.914, -0.883)  -0.6133
S (-0.141, 1.478, -1.771)  0.8094
C (0.200, 4.124, 2.658)  -0.1368
C (-0.639, 5.325, 3.006)  -0.2222
C (-0.129, 6.367, 3.769)  -0.0430
C (-0.919, 7.461, 4.081)  -0.0779
C (-2.219, 7.534, 3.615)  -0.0848
C (-2.728, 6.507, 2.835)  -0.0726
C (-1.943, 5.411, 2.532)  -0.0406
H (1.792, 4.894, 0.055)  0.1380
H (0.823, 5.976, 1.096)  0.1333
H (0.160, 6.139, -1.336)  0.1269
H (-1.172, 5.554, -0.303)  0.1367
H (-0.977, 4.991, -3.220)  0.1373
H (-0.449, 3.296, -3.378)  0.0815
H (2.059, 2.835, -2.992)  0.0866
H (4.347, 3.623, -3.481)  0.0916
H (4.725, 5.960, -4.168)  0.1036
H (2.815, 7.506, -4.379)  0.1050
H (0.546, 6.733, -3.854)  0.1122
H (1.195, 4.218, 3.102)  0.1250
H (-0.275, 3.211, 3.026)  0.0814
H (0.886, 6.318, 4.136)  0.1132
H (-0.510, 8.257, 4.685)  0.1047
H (-2.833, 8.387, 3.860)  0.1031
H (-3.742, 6.563, 2.467)  0.1053
H (-2.338, 4.601, 1.937)  0.1185
C (2.976, 1.475, -0.422)  -0.1655
Si (2.940, 0.547, 1.259)  0.4750
C (2.849, 1.746, 2.765)  -0.1571
C (4.658, -0.305, 1.403)  -0.1891
N (1.492, -0.404, 1.210)  -0.3166
C (1.198, -1.354, 2.163)  -0.3475
C (2.092, -1.775, 3.150)  -0.0385
C (1.755, -2.756, 4.060)  -0.0951
C (0.490, -3.324, 4.039)  -0.0944
C (-0.436, -2.903, 3.105)  -0.0396
C (-0.121, -1.932, 2.149)  -0.3360
N (-1.015, -1.452, 1.226)  -0.3059
Si (-2.741, -1.467, 1.396)  0.4731
C (-3.553, -3.174, 1.048)  -0.1685
C (-3.376, -0.152, 0.142)  -0.1776
C (-3.248, -0.880, 3.153)  -0.1633
H (2.574, 2.481, -0.351)  0.0072
H (2.398, 0.932, -1.170)  -0.0332
H (3.994, 1.554, -0.788)  0.0268
H (3.267, 2.719, 2.534)  0.0212
H (3.410, 1.342, 3.601)  0.0223
H (1.826, 1.876, 3.098)  -0.0059
H (5.400, 0.231, 0.818)  0.0243
H (4.649, -1.328, 1.042)  -0.0084
H (5.016, -0.318, 2.428)  0.0192
H (3.079, -1.347, 3.182)  0.0797
H (2.489, -3.090, 4.778)  0.0984
H (0.234, -4.092, 4.754)  0.0989
H (-1.420, -3.344, 3.082)  0.0958
H (-2.804, -3.943, 0.878)  0.0260
H (-4.180, -3.142, 0.165)  0.0147
H (-4.176, -3.485, 1.878)  0.0191
H (-2.584, 0.533, -0.167)  -0.0403
H (-4.170, 0.440, 0.585)  0.0244
H (-3.791, -0.616, -0.748)  0.0194
H (-2.957, -1.584, 3.926)  0.0161
H (-4.323, -0.754, 3.216)  0.0232
H (-2.784, 0.073, 3.393)  0.0142
F (-0.548, -2.923, -1.072)  -0.1847
C (-1.422, -2.468, -2.146)  -0.2016
F (-1.330, -1.017, -1.835)  -0.2940
F (-2.628, -2.717, -1.594)  -0.0162
S (2.078, -2.258, -1.712)  0.2146
O (1.875, -3.300, -2.653)  -0.2728
O (1.418, -0.969, -1.996)  -0.5810
O (1.789, -2.546, -0.311)  -0.4007
C (5.663, 0.817, -4.051)  -0.1026
O (5.330, -0.037, -2.968)  -0.2127
C (4.282, -0.826, -3.111)  -1.1649
S (3.293, -0.897, -4.388)  0.8026
S (4.129, -1.829, -1.647)  0.8812
H (6.486, 1.436, -3.698)  0.0983
H (4.801, 1.426, -4.335)  0.0603
H (5.968, 0.226, -4.918)  0.0931

Largest force on an atom in eV/Å: 3.31
Net charge: 0



C6H9N | ωB97M-V/def2-TZVPD

Last column: natural (NBO) charge in e.
Geometry (Å):
C (1.020, -2.223, 0.340)  -0.6517
C (0.643, -0.795, 0.181)  0.1358
C (-0.211, -0.018, 0.860)  -0.2293
C (-0.251, 1.319, 0.187)  -0.3912
C (0.750, 1.263, -0.955)  0.1167
C (-1.646, 1.642, -0.365)  -0.5789
N (1.190, 0.014, -0.868)  -0.5783
H (2.103, -2.383, 0.303)  0.2203
H (0.652, -2.632, 1.284)  0.2354
H (0.589, -2.807, -0.476)  0.2243
H (-0.795, -0.304, 1.715)  0.2177
H (0.061, 2.145, 0.833)  0.2462
H (-1.935, 0.905, -1.112)  0.2069
H (-2.395, 1.638, 0.431)  0.2055
H (-1.660, 2.609, -0.862)  0.2213
H (1.886, -0.373, -1.497)  0.3991

Largest force on an atom in eV/Å: 0.95
Net charge: 0



C5H8ClOP | ωB97M-V/def2-TZVPD

Last column: natural (NBO) charge in e.
Geometry (Å):
C (0.249, -0.700, 0.759)  -0.1370
C (-0.195, 0.406, -0.054)  -0.0624
C (1.002, -1.780, 0.300)  -0.4732
C (0.136, 0.550, -1.332)  -0.3349
C (-1.263, 1.256, 0.666)  -0.6251
O (3.889, -1.390, -0.902)  -1.0391
P (3.215, -0.796, 0.240)  1.3269
Cl (2.882, 1.179, -0.343)  -0.3745
H (0.004, -0.651, 1.847)  0.2172
H (1.225, -2.563, 0.894)  0.2140
H (1.337, -1.904, -0.709)  0.2254
H (0.801, -0.261, -1.741)  0.1826
H (0.159, 1.434, -1.990)  0.2241
H (-0.611, 1.835, 1.220)  0.2204
H (-1.820, 0.491, 1.267)  0.2130
H (-1.852, 1.793, -0.023)  0.2227

Largest force on an atom in eV/Å: 4.49
Net charge: 0



C4H7NO | ωB97M-V/def2-TZVPD

Last column: natural (NBO) charge in e.
Geometry (Å):
C (-2.188, -0.488, 0.103)  -0.7286
C (-1.023, 0.491, 0.007)  0.5458
O (-1.196, 1.724, -0.002)  -0.5813
C (0.275, -0.223, -0.209)  -0.4522
C (1.377, 0.537, -0.021)  0.1029
N (2.639, 0.110, 0.252)  -0.7774
H (-3.209, -0.013, -0.128)  0.2402
H (-2.093, -1.431, -0.570)  0.2240
H (-2.324, -0.877, 1.196)  0.2388
H (0.196, -1.339, -0.173)  0.2159
H (1.262, 1.652, 0.073)  0.2226
H (3.423, 0.704, -0.247)  0.3800
H (2.861, -0.847, -0.281)  0.3692

Largest force on an atom in eV/Å: 6.10
SMILES: CC(=O)/C=C/N
Net charge: 0



no.,M (g/mol),lowest unoccupied orbital energy (eV),HOMO (eV)
1,924.46,-1.530,-6.90
2,95.14,0.922,-8.28
3,150.55,-0.851,-8.79
4,85.11,0.691,-9.04